(1)
C40H34Cl2N5O4SnTe | ωB97M-V/def2-TZVPD

* gap between HOMO and LUMO: 7.09 eV
* strongest force on any atom: 2.6 eV/Å
* LUMO level: -3.1 eV

The geometry in ORCA input format:
```
! RIJCOSX wB97M-V def2-TZVPD def2/J DEFGRID3
* xyz 1 1
Sn 0.13 0.81 -0.19
O -0.47 -2.92 -2.99
C -1.09 -3.96 -2.32
C -1.73 -4.97 -3.01
C -2.45 -5.93 -2.32
C -2.55 -5.88 -0.94
C -1.93 -4.87 -0.23
C -1.20 -3.90 -0.92
C -0.60 -2.73 -0.27
O 0.53 -2.33 -0.44
N -1.57 -2.01 0.46
N -0.99 -1.04 1.27
C -0.58 -1.40 2.43
C 0.07 -0.52 3.35
C -0.06 -0.79 4.72
C 0.55 -0.02 5.67
C 1.35 1.05 5.27
C 1.51 1.33 3.94
C 0.89 0.57 2.93
O 1.17 0.88 1.70
H 0.35 -2.69 -2.53
H -1.65 -4.99 -4.09
H -2.95 -6.71 -2.87
H -3.12 -6.63 -0.41
H -2.01 -4.81 0.84
H -0.77 -2.42 2.78
H -0.67 -1.63 5.01
H 0.41 -0.23 6.72
H 1.86 1.65 6.01
H 2.14 2.15 3.61
C 1.83 1.41 -1.51
C 2.73 1.54 -2.32
C 3.75 1.77 -3.28
C 4.95 2.38 -2.91
C 5.91 2.66 -3.87
C 5.68 2.34 -5.20
C 4.50 1.71 -5.57
C 3.54 1.43 -4.62
H 5.13 2.62 -1.87
H 6.84 3.14 -3.58
H 6.43 2.57 -5.95
H 4.34 1.45 -6.60
H 2.62 0.94 -4.90
Cl -1.39 1.12 -3.04
C -1.29 2.85 -3.44
Cl -2.43 3.27 -4.73
H -0.27 3.06 -3.78
H -1.55 3.42 -2.55
Te -2.18 -1.10 -1.31
C -3.77 -2.49 -1.55
C -4.10 -2.87 -2.84
C -5.20 -3.68 -3.05
C -5.97 -4.08 -1.97
C -5.64 -3.69 -0.68
C -4.54 -2.88 -0.46
C -3.58 0.20 -0.40
C -4.29 1.03 -1.26
C -5.27 1.87 -0.76
C -5.54 1.88 0.60
C -4.83 1.04 1.45
C -3.85 0.20 0.96
H -3.48 -2.53 -3.66
H -5.46 -3.99 -4.05
H -6.84 -4.70 -2.13
H -6.25 -4.00 0.15
H -4.27 -2.56 0.54
H -4.10 1.01 -2.33
H -5.82 2.51 -1.43
H -6.29 2.54 1.00
H -5.04 1.05 2.51
H -3.29 -0.42 1.64
C -1.58 3.15 3.88
N -0.74 3.59 2.78
C 0.24 4.49 2.96
C 1.11 4.78 1.96
C 1.02 4.02 0.76
N 0.02 3.17 0.59
C -0.89 2.95 1.56
O -1.81 2.16 1.38
N 1.90 4.16 -0.22
H -1.80 3.99 4.54
H -1.06 2.36 4.44
H -2.50 2.74 3.47
H 0.31 4.94 3.93
H 1.89 5.51 2.09
H 2.75 4.67 -0.06
H 1.93 3.41 -0.91
*
```

(2)
C5H5NO | ωB97M-V/def2-TZVPD

* gap between HOMO and LUMO: 10.66 eV
* strongest force on any atom: 1.1 eV/Å
* SMILES: N#C[C@@H]1C[C@@H]1C=O
* LUMO level: 0.5 eV

The geometry in ORCA input format:
```
! RIJCOSX wB97M-V def2-TZVPD def2/J DEFGRID3
* xyz 0 1
O -1.53 -1.66 0.08
C -1.16 -0.90 0.94
C -0.35 0.36 0.64
C 1.09 0.75 0.25
C 0.06 0.49 -0.80
C 0.41 -0.73 -1.49
N 0.93 -1.65 -1.97
H -1.58 -1.00 1.96
H -0.84 1.19 1.14
H 1.92 0.05 0.34
H 1.40 1.80 0.32
H -0.35 1.30 -1.40
*
```

(3)
C17H19NO | ωB97M-V/def2-TZVPD

* gap between HOMO and LUMO: 8.54 eV
* strongest force on any atom: 2.7 eV/Å
* SMILES: Cc1c[nH]c2ccccc12.CCc1ccc(O)cc1
* LUMO level: 0.7 eV

The geometry in ORCA input format:
```
! RIJCOSX wB97M-V def2-TZVPD def2/J DEFGRID3
* xyz 0 1
C 2.74 0.59 -0.44
C 1.53 0.92 -1.30
C 2.28 -0.06 0.85
C 1.97 0.65 1.99
C 1.82 -1.39 0.78
C 1.28 0.18 3.10
C 1.24 -1.92 1.91
C 0.96 -1.16 3.05
O 0.44 -1.78 4.15
H 3.49 -0.08 -0.85
H 3.19 1.55 -0.14
H 1.00 0.11 -1.75
H 2.32 1.68 1.96
H 1.75 -1.92 -0.15
H 1.02 0.68 4.03
H 0.72 -2.87 1.88
H 0.20 -2.70 4.00
H 1.93 1.33 -2.24
H 0.81 1.53 -0.77
C -1.64 2.55 -2.52
C -1.61 0.27 -1.32
C -1.79 1.69 -1.29
C -1.43 -0.14 0.01
C -1.77 2.08 0.01
C -1.77 -0.70 -2.33
C -1.57 -2.01 -1.99
C -1.31 -2.34 -0.63
C -1.47 -1.48 0.43
N -1.55 0.96 0.81
H -2.03 -0.34 -3.31
H -1.51 -2.82 -2.70
H -1.50 -3.41 -0.50
H -2.64 2.63 -2.96
H -1.04 2.07 -3.30
H -1.86 3.01 0.56
H -1.40 0.97 1.80
H -1.61 -1.85 1.43
H -1.17 3.51 -2.30
*
```

(4)
C2H2ClI | ωB97M-V/def2-TZVPD

* gap between HOMO and LUMO (alpha / beta): 8.15 / 8.45 eV
* strongest force on any atom: 5.5 eV/Å
* LUMO level (alpha / beta): 0.2 / -1.3 eV

The geometry in ORCA input format:
```
! RIJCOSX wB97M-V def2-TZVPD def2/J DEFGRID3
* xyz 0 3
C -0.81 0.54 -0.28
C 0.73 -0.64 0.16
Cl -2.36 0.01 0.27
I 2.65 -0.03 -0.16
H -0.79 1.25 -1.04
H 0.58 -1.12 1.05
*
```

(5)
C6H10O2 | ωB97M-V/def2-TZVPD

* gap between HOMO and LUMO: 9.28 eV
* strongest force on any atom: 8.9 eV/Å
* LUMO level: 0.8 eV

The geometry in ORCA input format:
```
! RIJCOSX wB97M-V def2-TZVPD def2/J DEFGRID3
* xyz 0 1
C 2.44 -0.40 0.11
C 0.15 -0.47 -0.06
C -0.22 0.72 -0.21
C 0.54 1.99 0.11
C -2.11 -0.38 -0.10
C -1.01 -1.34 0.25
H 2.49 -0.28 1.47
H 2.04 0.96 -0.29
H 3.53 -0.64 -0.42
H 1.77 1.65 0.44
H 0.91 2.64 -0.93
H -0.04 2.64 0.93
H -2.77 -0.76 -1.15
H -2.84 -0.72 0.73
H -1.03 -1.52 1.33
H -1.14 -2.54 0.04
O 1.35 -1.21 -0.32
O -1.56 0.95 -0.02
*
```

(6)
C5H7ClN2O2 | ωB97M-V/def2-TZVPD

* gap between HOMO and LUMO: 9.95 eV
* strongest force on any atom: 4.3 eV/Å
* SMILES: CN1C[C@H](C=O)N(Cl)C1=O
* LUMO level: 0.5 eV

The geometry in ORCA input format:
```
! RIJCOSX wB97M-V def2-TZVPD def2/J DEFGRID3
* xyz 0 1
C -1.32 -0.20 -0.41
C 1.22 -1.98 0.26
C 0.80 0.50 0.38
C 0.44 -0.94 0.97
C -0.46 2.02 -1.01
N -0.38 0.71 -0.47
N -0.96 -1.05 0.71
O -2.44 -0.10 -0.88
O 2.09 -2.60 0.79
Cl -1.68 -2.57 0.83
H 0.97 -2.15 -0.78
H 0.81 1.32 1.09
H 1.70 0.40 -0.24
H 0.67 -0.78 2.06
H -0.14 2.21 -2.10
H -1.47 2.45 -0.82
H 0.14 2.75 -0.38
*
```

E_tot per entry: -95833.039 -8801.311 -21474.076 -22723.672 -10470.620 -24894.314 eV